Record 1
DFT (the ωB97M-V functional and the def2-TZVPD basis) results for C4H4N2O2 in the gas phase in a non-equilibrium geometry.

Geometry as XYZ:
```
12
Properties=species:S:1:pos:R:3:forces:R:3
O 2.498667 -0.247371 0.021727 0.228 -0.892 0.153
C 1.543012 -1.022694 0.041532 3.237 -0.785 0.004
N 0.340726 -0.550460 -0.048229 -3.217 1.796 -0.226
N -0.748977 -1.388635 -0.089865 -1.578 1.634 0.657
C -1.758258 -0.518922 0.025866 0.706 -0.790 -0.728
C -1.383296 0.839576 0.087843 0.352 0.944 -0.223
C -0.042715 0.825366 0.000591 1.506 -1.377 -0.037
O 0.839360 1.804692 -0.063886 1.826 -0.497 0.084
H 1.568123 -2.147902 0.125936 0.322 0.985 -0.103
H -2.770711 -0.803138 -0.084594 -0.702 -0.765 0.188
H -1.888549 1.797683 0.059793 -0.539 -0.559 0.166
H 1.802623 1.411804 -0.076710 -2.141 0.306 0.064
```
Forces are in eV/Å.

Summary:
total energy	-11286.9462	eV
relative energy (zero: lowest compared OMol25 entry of this formula, charge and spin)	36.75	kcal/mol
total charge	0

Record 2
DFT (the ωB97M-V functional and the def2-TZVPD basis) results for a molecular structure, C29H55BiN4O3SSi4Te.

Geometry as XYZ:
```
98
Properties=species:S:1:pos:R:3:forces:R:3
Bi 0.636582 -1.922677 -1.317986 0.033 -0.542 -0.364
N 3.029554 -2.046414 -0.509722 0.006 -0.097 0.085
C 3.076748 -1.212638 0.700972 0.044 -0.012 -0.006
C 4.306065 -1.446171 1.593690 -0.086 0.009 0.038
C 4.600481 -2.883021 2.062137 0.085 0.056 0.055
C 3.975143 -3.303640 3.391857 0.019 -0.009 0.025
N 2.521329 -3.421816 3.373457 -0.065 0.013 0.043
C 1.811771 -4.443220 2.928028 0.068 -0.054 -0.035
N 0.504260 -4.286171 2.732448 -0.235 -0.061 -0.033
N 2.393165 -5.619347 2.641029 -0.003 0.006 0.099
C 1.740327 -1.310096 1.449634 -0.006 0.132 -0.200
O 1.644630 -0.950123 2.602698 0.092 0.101 0.264
O 0.712915 -1.794384 0.799706 0.001 -0.003 0.228
H 3.191575 -3.023107 -0.277439 0.075 0.018 -0.040
H 3.745990 -1.774789 -1.177459 -0.044 0.069 0.011
H 3.119631 -0.177764 0.341801 -0.020 0.014 0.069
H 4.210027 -0.791238 2.462220 0.014 0.016 -0.029
H 5.170734 -1.085172 1.033649 -0.008 -0.027 -0.004
H 5.678548 -2.955623 2.215927 0.019 -0.012 -0.041
H 4.378094 -3.625890 1.289308 -0.041 -0.017 0.008
H 4.201376 -2.560493 4.155422 0.027 -0.009 0.005
H 4.414583 -4.236619 3.748799 0.022 0.008 -0.044
H 2.016877 -2.555400 3.531806 -0.008 -0.009 -0.017
H 0.102991 -3.359925 2.705943 0.033 0.023 0.006
H -0.093856 -5.044583 2.441758 0.063 0.012 -0.009
H 3.309119 -5.818954 3.008565 -0.028 0.001 -0.001
H 1.814095 -6.421203 2.452946 0.002 0.015 -0.046
C 2.999554 5.498816 -2.160408 0.053 0.007 -0.007
Si 2.909784 3.645536 -2.375499 -0.079 0.046 0.071
C 2.909290 3.204600 -4.188697 -0.037 -0.006 -0.004
C 4.356009 2.803616 -1.537046 -0.022 -0.051 -0.014
Si 0.885996 2.972579 -1.343237 0.067 -0.037 -0.002
Te 0.805243 0.579607 -2.309405 0.084 0.059 -0.453
Si -1.068475 3.710956 -2.449606 0.210 0.156 0.152
C -2.563020 2.873846 -1.703689 0.010 -0.009 -0.063
C -1.145436 5.556171 -2.172541 -0.173 0.002 -0.010
C -0.976995 3.319056 -4.272935 -0.041 -0.053 0.006
Si 0.869803 3.157119 0.996154 -0.104 0.202 -0.127
C 2.473930 2.624074 1.779177 0.005 0.143 0.130
C 0.636003 4.993441 1.261010 -0.063 -0.027 0.113
C -0.544413 2.198648 1.743696 0.043 -0.061 0.053
H 3.917179 5.875592 -2.616441 0.034 0.028 -0.011
H 3.005287 5.797519 -1.112637 0.007 0.007 0.064
H 2.163217 5.998678 -2.647500 -0.051 0.034 -0.034
H 3.851015 3.533367 -4.632272 0.040 0.006 -0.030
H 2.101178 3.694261 -4.729581 -0.039 0.047 -0.026
H 2.819921 2.131627 -4.354489 0.019 -0.074 -0.013
H 5.276672 3.062526 -2.062800 0.050 -0.005 -0.017
H 4.248334 1.717310 -1.571803 0.004 -0.047 -0.010
H 4.470018 3.105335 -0.497801 0.001 0.026 0.055
H -2.631842 3.003393 -0.624600 -0.005 0.049 0.046
H -2.569727 1.802127 -1.908636 0.073 0.330 0.020
H -3.460670 3.307366 -2.149917 -0.080 -0.027 -0.006
H -1.182805 5.806360 -1.112806 -0.020 0.025 0.009
H -2.058215 5.941047 -2.632459 -0.019 0.074 -0.018
H -0.304195 6.086935 -2.614700 0.070 0.001 -0.044
H -0.772630 2.264500 -4.457889 -0.008 -0.053 -0.034
H -0.219507 3.903804 -4.791296 0.043 0.063 0.000
H -1.942581 3.551082 -4.726528 -0.038 0.025 -0.053
H 3.324370 3.206817 1.430563 0.023 0.037 -0.026
H 2.677675 1.574833 1.613622 0.094 -0.318 -0.048
H 2.392756 2.765307 2.859338 0.015 0.016 0.043
H 1.460827 5.582512 0.862120 0.059 0.016 -0.038
H 0.578209 5.190225 2.333885 0.008 0.049 0.035
H -0.286040 5.358776 0.810547 -0.036 0.002 0.019
H -0.393987 1.122848 1.634574 0.004 -0.061 0.022
H -1.503736 2.456893 1.299150 -0.042 0.047 -0.028
H -0.591934 2.424890 2.811511 -0.030 -0.036 0.041
O -1.576549 -2.042292 -0.759479 -0.276 0.083 0.284
S -2.735135 -2.199085 -1.764299 0.124 -0.074 -0.097
C -3.462244 -0.546727 -1.908558 -0.116 -0.116 0.033
C -4.082627 0.024299 -0.668589 -0.097 -0.125 -0.014
C -5.450885 0.278886 -0.670574 -0.005 -0.064 0.035
C -6.075999 0.790426 0.456303 0.026 0.016 0.023
C -5.334227 1.043098 1.599868 0.006 -0.016 -0.026
C -3.967834 0.795101 1.605905 0.023 0.005 0.023
C -3.337532 0.295930 0.476710 0.038 -0.053 -0.033
C -4.017070 -3.097702 -0.849274 0.056 0.033 0.060
C -3.457781 -4.306097 -0.150145 0.055 0.125 -0.044
C -3.111936 -5.445614 -0.868569 -0.039 -0.080 0.043
C -2.663181 -6.579402 -0.207800 -0.069 -0.004 0.025
C -2.562177 -6.578541 1.178750 0.053 -0.025 0.029
C -2.885074 -5.434092 1.897708 0.077 -0.027 -0.041
C -3.323510 -4.297770 1.233025 0.014 0.047 -0.021
H -4.203332 -0.651220 -2.703789 0.017 0.029 -0.075
H -2.632991 0.049588 -2.298628 0.021 -0.203 -0.016
H -6.034863 0.077297 -1.559968 -0.017 -0.001 -0.039
H -7.138098 0.988450 0.439620 -0.035 0.010 0.001
H -5.817639 1.437130 2.482552 -0.011 0.014 0.029
H -3.388814 1.000497 2.495796 0.040 0.017 0.023
H -2.267856 0.122184 0.484754 -0.048 -0.011 -0.017
H -4.745860 -3.387583 -1.608407 -0.038 0.093 -0.047
H -4.471860 -2.395236 -0.153103 -0.014 0.000 0.043
H -3.237181 -5.466932 -1.944384 0.012 0.008 -0.037
H -2.446177 -7.477402 -0.770523 0.047 0.005 0.010
H -2.272384 -7.481287 1.703681 0.017 0.019 -0.044
H -2.829304 -5.435916 2.978431 -0.039 -0.016 0.050
H -3.598687 -3.413527 1.793681 -0.014 0.036 0.012
```
Forces are in eV/Å.

Summary:
total energy	-98539.7123	eV
relative energy (zero: lowest compared OMol25 entry of this formula, charge and spin)	5.11	kcal/mol
total charge	+2

Record 3
DFT (the ωB97M-V functional and the def2-TZVPD basis) results for C21H29FN4O4S in the gas phase in a non-equilibrium geometry.

Geometry as XYZ:
```
60
Properties=species:S:1:pos:R:3:forces:R:3
C -1.935560 -3.198057 2.131232 -0.263 0.265 0.046
C -1.791065 -1.837666 1.559138 1.154 0.035 -0.123
O -2.881725 -1.063179 1.361294 -0.374 0.039 0.016
C -2.416754 0.096373 0.847222 1.211 -0.037 -0.008
C -3.345718 1.140076 0.478117 -0.297 0.198 -0.068
C -4.718340 0.885709 0.474045 0.129 0.125 -0.034
C -5.619404 1.862082 0.099405 -0.126 -0.008 0.004
C -5.170242 3.116883 -0.281254 0.067 -0.062 0.022
C -3.814349 3.394835 -0.280949 0.094 -0.038 0.007
C -2.918485 2.412638 0.096113 -0.130 -0.058 0.065
F -1.610726 2.721888 0.103223 -0.169 -0.006 -0.036
N -1.122998 0.107916 0.724050 -0.571 0.596 -0.009
C -0.696299 -1.114685 1.158027 -1.232 -0.555 0.595
C 0.721300 -1.503433 1.086164 -0.134 -0.628 -0.512
S 0.939700 -2.907090 -0.074720 0.126 -0.388 0.139
O 2.100635 -2.644530 -0.896328 0.183 0.223 -0.186
O 0.949418 -4.127052 0.691125 -0.236 -0.086 0.131
C -0.496958 -2.990338 -1.207351 0.312 0.279 0.703
C -0.853870 -1.617389 -1.756368 -0.056 -0.215 -0.228
O -1.996915 -1.207236 -1.778616 -0.255 -0.079 -0.008
N 0.216113 -0.964978 -2.233372 0.414 0.226 -0.063
C 0.183499 0.422897 -2.636531 -0.146 0.383 0.051
C 0.828938 1.323369 -1.581863 0.091 -0.041 -0.189
C 2.326529 1.033299 -1.382053 -0.224 0.123 -0.003
N 2.616336 0.758387 0.019198 0.182 -0.051 -0.053
C 3.855797 0.033283 0.246108 0.311 0.014 -0.165
C 5.103168 0.899737 0.056543 -0.165 -0.210 0.154
N 5.040699 2.029436 0.967537 -0.052 -0.005 -0.052
C 6.238155 2.835935 0.911602 -0.042 -0.021 0.009
C 3.846594 2.815857 0.711920 -0.198 -0.112 0.095
C 2.598200 1.939955 0.866727 0.062 0.220 -0.001
H -2.099787 -3.141306 3.207930 -0.018 -0.064 0.060
H -1.034621 -3.777021 1.941864 -0.026 -0.039 0.022
H -2.795423 -3.698886 1.690018 -0.017 -0.123 -0.038
H -5.061245 -0.095408 0.762033 -0.034 -0.082 0.015
H -6.676395 1.644588 0.099794 -0.084 -0.027 -0.001
H -5.873290 3.879865 -0.578071 -0.051 0.071 -0.025
H -3.439321 4.364355 -0.569101 0.076 0.076 -0.014
H 1.330911 -0.671619 0.716458 0.041 -0.018 -0.043
H 1.103205 -1.883789 2.030465 0.134 -0.157 -0.003
H -1.334742 -3.435726 -0.680829 -0.022 0.077 0.012
H -0.163779 -3.654752 -2.002442 0.168 -0.065 0.027
H 1.127302 -1.371603 -2.053678 -0.125 -0.052 -0.130
H 0.697248 0.520239 -3.598464 -0.104 0.029 0.015
H -0.866786 0.693926 -2.760287 0.115 -0.021 -0.102
H 0.301553 1.161119 -0.641102 0.041 0.095 -0.098
H 0.674633 2.361172 -1.876783 -0.041 0.086 -0.009
H 2.613931 0.141330 -1.944189 0.101 0.017 -0.029
H 2.921789 1.868750 -1.778561 0.035 -0.133 -0.054
H 3.885354 -0.839763 -0.408690 -0.012 0.016 0.039
H 3.840977 -0.314087 1.283734 0.061 -0.070 0.005
H 5.993202 0.312492 0.294153 0.003 -0.002 -0.066
H 5.182046 1.228925 -0.996696 0.037 -0.003 0.034
H 6.163997 3.635218 1.647948 0.069 0.061 0.009
H 7.097755 2.213506 1.156543 0.083 0.037 0.002
H 6.404243 3.287908 -0.080572 -0.001 0.004 -0.010
H 3.806598 3.629185 1.440460 -0.032 0.032 -0.059
H 3.870981 3.268401 -0.297433 0.034 0.019 0.046
H 1.702219 2.521634 0.648600 -0.058 0.017 0.056
H 2.545899 1.594246 1.903000 -0.041 0.092 0.042
```
Forces are in eV/Å.

Summary:
total energy	-49950.7634	eV
relative energy (zero: lowest compared OMol25 entry of this formula, charge and spin)	3.50	kcal/mol
total charge	0

The evaluated LUMO for the records listed, in turn: 0.42 -5.14 0.47 eV.
The evaluated gap between HOMO and LUMO for the records listed, in turn: 9.736 7.329 8.721 eV.
The evaluated HOMO energy for the records listed, in turn: -9.32 -12.47 -8.25 eV.